P) Here is a structure of composition C5H9N from the Open Molecules 2025 dataset. Energies are from the ωB97M-V functional and the def2-TZVPD basis.

XYZ file:
```
15
Properties=species:S:1:pos:R:3:mulliken_charge:R:1
C 0.417 1.951 0.068 -0.916
C 0.178 0.742 0.514 0.536
C 0.487 -0.672 -0.743 0.391
C -0.304 0.294 1.838 -1.086
C -0.786 -1.205 -1.272 -1.022
N 1.683 -0.938 -0.924 -0.580
H 0.244 2.824 0.680 0.315
H 0.800 2.132 -0.920 0.292
H -0.760 -0.694 1.793 0.291
H 0.537 0.245 2.528 0.262
H -1.034 1.001 2.237 0.362
H -1.248 -0.451 -1.909 0.259
H -0.624 -2.115 -1.854 0.355
H -1.477 -1.417 -0.458 0.283
H 1.886 -1.697 -1.580 0.258
```

Summary:
Orbital gap in eV: 9.902
LUMO energy in Ha: 0.0370

---

Q) Here is the molecule C5H9N from the Open Molecules 2025 dataset. Energies are from the ωB97M-V functional and the def2-TZVPD basis.

XYZ file:
```
15
Properties=species:S:1:pos:R:3:mulliken_charge:R:1
C 0.088 -0.064 1.313 -0.512
C 1.068 0.759 0.302 -0.887
C 0.099 0.763 -0.943 0.163
N 0.048 0.054 -2.164 -0.538
C -0.155 -0.716 -0.900 -0.043
C -1.005 -0.860 0.367 -0.667
H 0.552 -0.705 2.069 0.347
H -0.287 0.736 2.049 0.269
H 1.432 1.741 0.547 0.415
H 1.958 0.097 0.163 0.255
H -0.764 1.422 -0.598 0.191
H -0.773 0.478 -2.543 0.289
H 0.855 -1.220 -0.597 0.177
H -1.111 -1.924 0.703 0.247
H -2.005 -0.561 0.230 0.293
```

Summary:
Orbital gap in eV: 9.573
LUMO energy in Ha: 0.0436
SMILES: C1C[C@H]2N[C@@H]2C1

---

R) Here is the molecule C5H9N from the Open Molecules 2025 dataset. Energies are from the ωB97M-V functional and the def2-TZVPD basis.

XYZ file:
```
15
Properties=species:S:1:pos:R:3:mulliken_charge:R:1
C 2.437 -0.127 0.213 -1.194
C 1.281 0.725 -0.098 -0.436
C -0.101 0.134 -0.214 -0.249
C -1.228 0.709 0.672 -0.013
N -2.456 0.441 0.470 -0.458
C -2.850 -0.543 -0.338 -0.521
H 2.426 -1.021 -0.464 0.307
H 3.474 0.208 0.216 0.360
H 2.367 -0.740 1.166 0.314
H -0.559 -0.190 -1.162 0.388
H 1.618 1.330 -0.940 0.164
H 0.327 -0.568 0.504 0.200
H -0.753 1.372 1.380 0.483
H -3.705 -0.275 -0.925 0.263
H -2.278 -1.455 -0.481 0.393
```

Summary:
Orbital gap in eV: 4.830
LUMO energy in Ha: -0.0530

---

S) Here is a structure of composition C5H9N from the Open Molecules 2025 dataset. Energies are from the ωB97M-V functional and the def2-TZVPD basis.

XYZ file:
```
15
Properties=species:S:1:pos:R:3:mulliken_charge:R:1
C 0.530 0.483 1.038 -0.817
C 2.051 -0.181 -0.471 -0.711
C 0.785 0.355 -0.418 0.159
N -0.669 -0.683 -0.865 -0.433
C -1.895 0.131 -0.661 -0.381
C -1.353 -0.832 0.277 -0.131
H 1.090 -0.201 1.659 0.407
H 0.683 1.514 1.350 0.239
H 2.808 0.145 -1.188 0.257
H 2.301 -1.031 0.172 0.253
H 0.539 1.170 -1.097 0.300
H -1.845 1.216 -0.444 0.202
H -2.696 -0.203 -1.310 0.255
H -1.644 -1.757 0.756 0.349
H -0.685 -0.127 1.201 0.052
```

Summary:
Orbital gap (spin up / spin down) in eV: 8.030 / 8.029
LUMO energy (spin up / spin down) in Ha: -0.0035 / -0.0035

---

P) takes first place; second place is 2.544 eV up.

---

P) Here is the molecule C5H9N from the Open Molecules 2025 dataset. Energies are from the ωB97M-V functional and the def2-TZVPD basis.

XYZ file:
```
15
Properties=species:S:1:pos:R:3:mulliken_charge:R:1
C -0.506 2.056 -1.253 -0.302
N -0.644 1.042 -0.497 -0.270
C 0.283 -0.008 -0.400 0.077
C 0.897 -0.615 -1.488 -0.770
C 0.537 -0.426 1.034 -0.341
C -0.773 -1.052 1.613 -1.055
H 0.438 2.331 -1.710 0.254
H -1.376 2.707 -1.277 0.273
H 0.532 -1.588 -1.818 0.249
H 1.804 -0.284 -1.978 0.289
H 1.488 -0.935 1.063 0.403
H 0.528 0.555 1.528 0.239
H -1.639 -0.568 1.198 0.349
H -0.839 -2.096 1.285 0.288
H -0.731 -1.121 2.700 0.316
```

Summary:
Orbital gap in eV: 6.718
LUMO energy in Ha: -0.0068
SMILES: C=NC(=C)CC

---

Q) Here is the molecule C5H9N from the Open Molecules 2025 dataset. Energies are from the ωB97M-V functional and the def2-TZVPD basis.

XYZ file:
```
15
Properties=species:S:1:pos:R:3:mulliken_charge:R:1
C -0.582 1.474 -0.240 -1.488
C -0.464 0.064 0.357 0.639
C -0.808 -1.006 -0.705 -1.242
C 0.940 -0.151 1.014 -0.713
C 1.880 -0.756 0.069 0.326
N 2.496 -1.291 -0.752 -0.479
H -0.049 2.221 0.359 0.375
H -1.632 1.784 -0.294 0.359
H -0.177 1.507 -1.258 0.360
H -1.183 -0.014 1.182 0.276
H -1.282 -0.547 -1.579 0.339
H -1.474 -1.788 -0.331 0.279
H 0.093 -1.497 -1.080 0.328
H 0.888 -0.802 1.895 0.327
H 1.353 0.802 1.365 0.313
```

Summary:
Orbital gap in eV: 12.362
LUMO energy in Ha: 0.0326
SMILES: CC(C)CC#N

---

R) Here is the molecule C5H9N from the Open Molecules 2025 dataset. Energies are from the ωB97M-V functional and the def2-TZVPD basis.

XYZ file:
```
15
Properties=species:S:1:pos:R:3:mulliken_charge:R:1
C -1.913 -0.063 1.981 -0.546
C -0.808 -0.395 1.274 -0.380
C 0.060 0.568 0.528 -0.307
C 0.641 0.114 -0.741 0.369
C 1.686 0.816 -1.454 -1.021
N 0.020 -1.050 -1.291 -0.720
H -2.979 -0.414 1.725 0.183
H -1.908 0.739 2.767 0.248
H -0.274 -1.427 1.206 0.249
H 0.357 1.563 0.881 0.351
H 1.308 0.857 -2.475 0.282
H 2.510 -0.054 -1.492 0.229
H 2.294 1.542 -0.995 0.382
H -1.100 -0.923 -1.230 0.364
H 0.106 -1.873 -0.684 0.316
```

Summary:
Orbital gap in eV: 7.606
LUMO energy in Ha: 0.0034
SMILES: C=C/C=C(/C)N

---

Q) takes first place; second place is 4.181 eV up.

---

P) Here is the molecule C10H17NO2 from the Open Molecules 2025 dataset. Energies are from the ωB97M-V functional and the def2-TZVPD basis.

XYZ file:
```
30
Properties=species:S:1:pos:R:3:mulliken_charge:R:1
C -3.204 -3.183 -0.076 -1.137
C -1.896 -2.570 -0.436 -0.246
C -1.383 -1.548 0.494 0.331
O -1.903 -1.315 1.547 -0.567
O -0.264 -0.903 0.039 -0.307
C 0.363 -0.035 0.995 -0.273
C -0.248 1.428 0.932 -0.873
C 0.907 2.332 0.594 0.135
C 1.224 2.561 -0.906 -1.043
C 1.187 1.208 -1.616 -0.441
C 2.100 0.221 -0.869 -1.032
C 1.862 0.258 0.663 -0.093
N 2.083 1.624 1.158 -0.661
H -3.256 -3.790 0.860 0.268
H -3.892 -2.329 0.012 0.273
H -3.566 -3.768 -0.908 0.390
H -1.914 -2.053 -1.403 0.290
H -1.100 -3.283 -0.676 0.360
H 0.163 -0.391 1.969 0.670
H -1.026 1.390 0.115 0.320
H -0.729 1.640 1.903 0.271
H 0.759 3.259 1.141 0.512
H 0.512 3.284 -1.302 0.388
H 2.237 3.012 -0.991 0.367
H 0.100 0.761 -1.672 0.079
H 1.434 1.336 -2.712 0.423
H 1.859 -0.768 -1.233 0.425
H 3.182 0.504 -1.032 0.442
H 2.548 -0.426 1.275 0.411
H 1.859 1.543 2.136 0.318
```

Summary:
Orbital gap in eV: 10.272
LUMO energy in Ha: 0.0308
SMILES: CCC(=O)O[C@@H]1C[C@@H]2CCC[C@H]1N2

---

Q) Here is the molecule C10H17NO2 from the Open Molecules 2025 dataset. Energies are from the ωB97M-V functional and the def2-TZVPD basis.

XYZ file:
```
30
Properties=species:S:1:pos:R:3:mulliken_charge:R:1
C -1.010 1.490 2.464 0.031
C -0.751 1.097 1.357 -2.066
C -0.438 0.457 0.100 2.831
C -0.735 1.472 -0.968 -1.682
C -1.306 -0.774 -0.030 0.207
C -1.362 -1.361 -1.437 -1.749
C -2.712 -0.580 0.395 -1.158
C 1.143 -0.050 0.037 -0.351
O 1.273 -1.248 0.727 -0.412
C 2.444 -1.979 0.328 -0.870
C 2.054 0.953 0.613 0.050
N 2.215 2.111 -0.237 -0.369
O 2.632 0.963 1.691 -0.611
H -0.999 2.198 3.244 0.440
H -0.443 2.461 -0.543 0.544
H -0.260 1.399 -2.021 0.243
H -1.849 1.723 -1.170 0.265
H -0.829 -1.636 0.569 0.347
H -1.949 -0.840 -2.139 0.343
H -1.785 -2.345 -1.267 0.577
H -0.276 -1.517 -1.782 0.296
H -3.151 0.336 -0.065 0.222
H -3.238 -1.508 -0.049 0.401
H -2.815 -0.681 1.611 0.258
H 1.250 -0.168 -1.046 0.754
H 2.345 -2.915 0.794 0.374
H 3.341 -1.420 0.636 0.282
H 2.400 -2.340 -0.695 0.327
H 1.888 1.951 -1.202 0.216
H 2.924 2.749 0.084 0.260
```

Summary:
Orbital gap in eV: 10.309
LUMO energy in Ha: 0.0243
SMILES: C#C[C@](C)(C(C)C)[C@H](OC)C(N)=O

---

P) takes first place; second place is 3.604 eV up.

---

P) Here is a structure of composition C7H8O2 from the Open Molecules 2025 dataset. Energies are from the ωB97M-V functional and the def2-TZVPD basis.

XYZ file:
```
17
Properties=species:S:1:pos:R:3:mulliken_charge:R:1
C 0.647 -1.669 -0.403 0.005
C 2.101 -1.463 -0.721 -0.817
C -1.854 -0.313 0.038 0.711
C 1.951 -0.364 0.389 0.582
C 0.344 -0.575 0.457 -0.286
C -2.899 0.821 -0.008 -0.939
C 2.274 1.037 -0.107 -1.124
O -1.981 -1.465 -0.391 -0.506
O -0.794 0.028 0.805 -0.303
H 0.078 -2.491 -0.789 0.475
H 2.495 -0.576 1.307 0.420
H -3.846 0.274 -0.145 0.307
H -2.515 1.444 -0.793 0.267
H -3.076 1.396 0.966 0.289
H 3.124 0.854 -0.871 0.317
H 2.549 1.582 0.830 0.276
H 1.403 1.480 -0.563 0.327
```

Summary:
Orbital gap in eV: 8.665
LUMO energy in Ha: -0.0184

---

Q) Here is a cluster of 2 separate species, C7H8O2 in total from the Open Molecules 2025 dataset. Energies are from the ωB97M-V functional and the def2-TZVPD basis.

XYZ file:
```
17
Properties=species:S:1:pos:R:3:mulliken_charge:R:1
C -2.088 -1.162 -0.066 -0.351
C -1.025 -1.679 -0.203 -0.210
C 0.443 -1.965 -0.217 -0.417
O 1.282 -0.816 -0.664 -0.303
C 1.790 -0.033 0.303 0.771
C 2.427 1.289 -0.283 -0.979
O 1.789 -0.231 1.499 -0.545
H -3.033 -0.934 0.234 0.588
H 0.686 -2.209 0.821 0.331
H 0.744 -2.761 -1.027 0.231
H 2.372 1.311 -1.359 0.309
H 3.482 1.450 0.034 0.314
H 1.878 2.209 0.061 0.263
C -3.279 1.471 0.341 -0.728
C -2.138 1.247 0.074 -0.016
H -4.139 1.952 0.626 0.444
H -1.191 0.862 -0.173 0.298
```

Summary:
Orbital gap in eV: 10.704
LUMO energy in Ha: 0.0282
SMILES: C#CCOC(C)=O.C#C

---

R) Here is a structure of composition C7H8O2 from the Open Molecules 2025 dataset. Energies are from the ωB97M-V functional and the def2-TZVPD basis.

XYZ file:
```
17
Properties=species:S:1:pos:R:3:mulliken_charge:R:1
C 0.130 0.243 -2.019 -0.267
C -0.263 0.762 0.137 -0.058
C 0.527 -0.752 1.073 0.232
C 0.288 -1.644 -0.283 -0.262
C -0.078 -1.173 -1.422 -0.978
C -0.521 -0.202 2.038 -0.421
C -0.862 0.984 1.664 -0.559
H -0.537 0.479 -2.954 0.286
H 1.218 0.368 -2.217 0.254
H -0.948 -0.001 -0.236 0.615
H 1.389 -1.154 1.551 0.506
H 0.375 -2.761 -0.340 0.277
H -0.234 -1.790 -2.189 0.595
H -1.104 -0.846 2.852 0.248
H -1.465 1.792 1.966 0.425
O -0.246 1.399 -1.138 -0.517
O 0.994 0.426 0.443 -0.375
```

Summary:
Orbital gap in eV: 9.885
LUMO energy in Ha: 0.0359

---

Q) takes first place; second place is 0.785 eV up.